Formula: C62H82B2N7O22V
Source: the OMol25 dataset
Level of theory: ωB97M-V/def2-TZVPD

```
! wB97M-V def2-TZVPD RIJCOSX def2/J DEFGRID3
* xyz 1 4
V -1.400 3.499 4.210
N 4.030 0.830 -4.598
H 3.450 1.213 -3.845
H 4.924 0.423 -4.213
H 4.232 1.473 -5.355
H 3.406 0.070 -4.975
O -1.232 1.988 2.553
C -0.945 1.127 1.757
O -0.483 1.349 0.574
B -0.230 0.088 -0.148
O -0.609 -0.978 0.807
C -1.039 -0.413 1.914
O -1.468 -0.981 2.876
O 1.191 0.038 -0.540
C 1.296 -0.049 -1.843
O 2.306 -0.179 -2.473
C -0.136 -0.095 -2.430
O -0.971 -0.026 -1.413
O -0.420 -0.133 -3.588
O 2.801 5.850 -2.966
C 2.702 5.236 -1.957
O 2.362 5.740 -0.780
B 2.278 4.669 0.220
O 2.538 3.432 -0.515
C 2.854 3.714 -1.760
O 3.115 2.897 -2.598
O 0.931 4.676 0.874
C 1.076 4.571 2.150
O 0.222 4.408 2.989
C 2.579 4.796 2.466
O 3.234 4.812 1.343
O 2.996 4.921 3.581
C -3.308 -2.752 8.057
C -3.711 -2.809 6.578
C -2.471 -2.253 5.904
O -2.054 -1.217 6.788
C -2.246 -1.651 8.132
H -2.896 -3.718 8.353
H -4.141 -2.547 8.728
H -4.609 -2.235 6.339
H -3.975 -3.815 6.251
H -2.579 -1.848 4.900
H -1.649 -2.978 5.804
H -2.631 -0.794 8.689
H -1.319 -1.958 8.622
C -4.925 -5.406 2.037
C -3.763 -4.824 1.280
C -3.343 -3.637 2.172
O -3.795 -3.943 3.486
C -4.495 -5.186 3.485
H -5.043 -6.468 1.808
H -5.882 -4.932 1.820
H -3.996 -4.541 0.252
H -2.891 -5.477 1.213
H -3.799 -2.688 1.874
H -2.257 -3.520 2.113
H -5.322 -5.155 4.196
H -3.830 -5.981 3.841
C -1.286 -0.139 -7.046
C -2.460 0.834 -6.920
C -3.409 0.102 -5.969
O -3.232 -1.269 -6.302
C -1.831 -1.455 -6.490
H -0.372 0.184 -6.545
H -0.984 -0.254 -8.090
H -2.915 1.007 -7.895
H -2.135 1.820 -6.584
H -4.452 0.401 -6.047
H -3.108 0.291 -4.931
H -1.711 -2.320 -7.140
H -1.374 -1.692 -5.524
C -4.178 -0.611 -0.109
C -4.265 0.372 -1.275
C -3.719 1.671 -0.658
O -3.992 1.533 0.744
C -4.573 0.274 1.057
H -3.159 -0.963 0.063
H -4.876 -1.449 -0.131
H -5.296 0.388 -1.636
H -3.661 0.044 -2.121
H -4.094 2.642 -0.971
H -2.653 1.629 -0.904
H -5.658 0.414 1.122
H -4.217 -0.132 2.007
C -0.371 3.769 -3.479
C -1.304 4.318 -4.557
C -2.509 4.839 -3.783
O -2.440 4.212 -2.485
C -1.053 4.082 -2.153
H 0.628 4.171 -3.641
H -0.293 2.687 -3.614
H -1.568 3.542 -5.274
H -0.762 5.099 -5.091
H -3.465 4.622 -4.260
H -2.526 5.917 -3.595
H -0.898 3.298 -1.415
H -0.683 5.034 -1.753
C 2.888 1.299 1.960
C 2.865 -0.081 2.606
C 3.522 -0.944 1.557
O 4.594 -0.112 1.140
C 4.041 1.198 0.947
H 3.033 2.061 2.728
H 1.946 1.495 1.445
H 1.858 -0.331 2.950
H 3.496 -0.054 3.497
H 2.904 -1.255 0.703
H 3.825 -1.922 1.938
H 3.743 1.335 -0.094
H 4.828 1.937 1.109
N 1.487 -5.724 -0.674
C 0.180 -5.508 -0.481
C -0.493 -4.399 -0.963
C 0.241 -3.351 -1.479
C 1.609 -3.534 -1.652
C 2.189 -4.720 -1.197
H -0.365 -6.370 -0.114
H -1.568 -4.336 -0.874
H -0.267 -2.452 -1.810
H 2.183 -2.759 -2.144
H 3.241 -4.850 -1.426
N 0.171 2.134 5.039
C -0.018 0.799 5.170
C 0.915 -0.068 5.681
C 2.176 0.462 5.998
C 2.424 1.805 5.862
C 1.382 2.589 5.354
H -0.965 0.357 4.886
H 0.718 -1.121 5.808
H 2.931 -0.196 6.414
H 3.360 2.281 6.106
H 1.575 3.657 5.341
N 0.239 -4.584 4.220
C 1.362 -5.313 4.226
C 2.315 -5.229 3.211
C 2.196 -4.264 2.226
C 1.121 -3.388 2.321
C 0.187 -3.598 3.320
H 1.476 -6.055 5.005
H 3.108 -5.962 3.142
H 2.853 -4.146 1.376
H 0.958 -2.542 1.664
H -0.656 -2.916 3.350
N 2.444 -1.169 -5.938
C 2.678 -1.362 -7.243
C 2.100 -2.397 -7.958
C 1.244 -3.248 -7.285
C 0.892 -2.985 -5.978
C 1.578 -1.972 -5.308
H 3.338 -0.652 -7.724
H 2.224 -2.623 -9.008
H 0.705 -4.023 -7.817
H 0.226 -3.566 -5.354
H 1.434 -1.820 -4.250
N 6.425 0.263 -3.234
C 7.661 0.629 -3.622
C 8.689 0.827 -2.723
C 8.425 0.628 -1.377
C 7.160 0.273 -0.975
C 6.166 0.091 -1.936
H 7.754 0.787 -4.688
H 9.625 1.261 -3.048
H 9.179 0.823 -0.625
H 6.919 0.133 0.070
H 5.144 -0.146 -1.668
N -2.710 4.660 2.844
C -2.741 4.526 1.498
C -3.357 5.421 0.652
C -3.894 6.598 1.173
C -3.884 6.757 2.549
C -3.348 5.738 3.330
H -2.309 3.634 1.065
H -3.462 5.198 -0.402
H -4.279 7.343 0.490
H -4.343 7.597 3.048
H -3.298 5.906 4.401
*
```

Output
**Maximum force**: 3.2 eV/Å
**LUMO energy (spin up / spin down)**: -0.1362 / -0.1365 Ha
**Total energy**: -148144.9460 eV

These are the Löwdin partial charges, in e, on atoms 1 to 4: 1.18, 0.26, 0.07, 0.08